1.
This record from the Open Molecules 2025 dataset describes a single C5H6N2 molecule. The level of theory is ωB97M-V/def2-TZVPD.

The geometry in XYZ format:
```
13
Properties=species:S:1:pos:R:3:forces:R:3
C 2.10283 0.07509 0.04763 0.210 -0.114 -0.020
C 1.32590 -1.02914 -0.20888 0.084 -0.037 0.015
N 0.05809 -0.50855 -0.34998 0.176 0.278 0.012
C 0.15234 0.81995 -0.09684 0.056 -0.097 0.014
N 1.35903 1.24136 0.15750 -0.154 -0.084 -0.073
C -1.33842 1.00849 0.08484 -0.127 0.145 0.039
C -1.37099 -0.55272 0.02102 -0.320 -0.197 0.046
H 3.17974 0.09720 0.15268 -0.150 0.003 -0.054
H 1.58616 -2.06114 -0.38894 -0.035 0.138 0.076
H -1.85931 1.50574 -0.73698 0.105 -0.054 0.118
H -1.64978 1.44142 1.03733 0.066 -0.075 -0.117
H -2.02445 -1.01781 -0.71789 0.107 0.055 0.005
H -1.52068 -1.01575 0.99748 -0.016 0.038 -0.062
```
Positions in Å, forces in eV/Å.

Computed properties:
- energy above the lowest of the compared OMol25 structures with the same formula, charge and spin (kJ/mol) = 134.0
- SMILES = c1cn2c(n1)CC2
- gap between HOMO and LUMO (eV) = 9.6
- net charge = 0
- electronic energy (eV) = -8260.9695

The molecule's natural (NBO) atomic charges, reported in e, are given here: C -0.08; C -0.12; N -0.36; C 0.36; N -0.46; C -0.44; C -0.18; H 0.21; H 0.22; H 0.23; H 0.23; H 0.20; H 0.20


2.
This record from the Open Molecules 2025 dataset describes a single C12H16N6O3 molecule at a distorted geometry. The level of theory is ωB97M-V/def2-TZVPD.

The geometry in XYZ format:
```
37
Properties=species:S:1:pos:R:3:forces:R:3
N 0.16566 2.16281 2.66972 3.576 -0.189 4.616
C 0.16044 2.87960 1.45919 -2.623 -5.590 -3.178
C 1.41834 2.94409 0.69895 2.277 1.658 3.259
C 2.02964 1.58304 0.55588 3.605 -0.317 -2.020
C 1.71828 0.96361 -0.62626 0.171 -1.238 1.377
N 2.60045 -0.20750 -0.74836 -0.703 7.068 4.728
C 3.35844 -0.18380 0.44151 1.211 0.918 -1.705
N 3.34696 0.97321 1.13008 -4.436 -1.607 -1.822
C -0.96637 2.04803 0.59026 -1.945 4.184 -2.666
O -1.73136 2.74364 -0.29312 2.983 -3.849 3.001
N -1.08769 0.75104 0.81322 0.836 2.371 2.189
C -1.53397 -0.26386 0.00402 -0.077 -0.790 -1.972
C -0.77361 -1.56072 0.39277 3.810 5.671 2.285
C -0.57201 -2.24729 -0.77130 -1.632 -7.528 -5.786
C -1.49553 -3.19171 -1.29986 -2.523 1.879 0.266
N -0.91604 -3.73937 -2.37854 1.268 -7.068 -1.768
C 0.45188 -3.57700 -2.28595 -0.555 4.069 -0.138
N 0.58962 -2.42364 -1.54953 1.266 -2.364 1.414
C -3.04440 -0.30759 -0.08908 1.773 -3.680 -1.761
O -3.57833 -1.36654 -0.30493 -0.601 -1.282 0.956
O -3.64245 0.76530 -0.27350 -0.290 6.112 -0.787
H 0.48043 2.97502 3.34070 -0.600 -2.699 -0.740
H 0.95688 1.29462 2.80434 -2.415 3.539 -0.959
H -0.34372 3.74636 1.52436 -1.299 3.368 0.705
H 1.99940 3.69596 1.37727 -0.139 -1.499 -1.182
H 1.31222 3.47800 -0.20577 -0.185 0.259 -1.207
H 0.73293 1.27231 -1.16145 2.350 -1.162 0.180
H 2.22889 -0.82252 -1.32759 -1.265 -4.787 -2.781
H 4.11123 -1.01390 0.50500 -0.724 1.148 0.420
H -0.74914 0.40392 1.68680 0.617 0.460 0.537
H -1.14871 -0.00370 -1.05261 -0.917 -0.514 1.173
H 0.45507 -1.04912 0.26512 -3.183 -1.193 1.829
H -0.96757 -2.01536 1.42564 0.183 0.443 -1.811
H -2.63135 -3.39334 -1.20423 2.324 0.725 0.395
H -1.23833 -4.74698 -2.81351 0.567 3.580 1.551
H 1.26441 -4.16408 -2.81783 -1.431 1.269 0.424
H -2.96056 1.59747 -0.48141 -1.275 -1.368 0.979
```
Positions in Å, forces in eV/Å.

Computed properties:
- energy above the lowest of the compared OMol25 structures with the same formula, charge and spin (kJ/mol) = 836.7
- SMILES = N[C@@H](Cc1c[nH]cn1)C(=O)N[C@@H](Cc1c[nH]cn1)C(=O)O
- gap between HOMO and LUMO (eV) = 9.1
- net charge = 0
- electronic energy (eV) = -27780.3593

The molecule's natural (NBO) atomic charges, reported in e, are given here: N -0.87; C -0.09; C -0.46; C 0.03; C -0.10; N -0.55; C 0.20; N -0.44; C 0.70; O -0.72; N -0.61; C -0.16; C -0.43; C 0.02; C -0.05; N -0.52; C 0.14; N -0.51; C 0.77; O -0.62; O -0.66; H 0.38; H 0.39; H 0.22; H 0.23; H 0.24; H 0.24; H 0.43; H 0.21; H 0.43; H 0.23; H 0.24; H 0.26; H 0.26; H 0.41; H 0.22; H 0.53


3.
This record from the Open Molecules 2025 dataset describes a single C23H25N3OS molecule at a distorted geometry. The level of theory is ωB97M-V/def2-TZVPD.

The geometry in XYZ format:
```
53
Properties=species:S:1:pos:R:3:forces:R:3
C 4.28826 -5.24502 1.90826 -0.074 0.337 0.034
C 4.26919 -3.72170 2.07917 0.112 -0.201 0.011
N 3.07827 -3.03608 1.62183 -0.088 0.111 0.029
C 2.81370 -3.14147 0.19890 -0.070 0.235 -0.124
C 1.93808 -1.96448 -0.24013 0.068 -0.137 0.023
C 0.76661 -1.87727 0.67799 0.355 -0.612 0.840
N -0.36389 -1.18183 0.37149 -0.468 0.463 -0.466
C -1.23794 -1.24957 1.31027 0.728 -0.695 0.610
N -2.48227 -0.69161 1.33433 -0.462 0.007 0.652
C -3.19403 -0.00641 0.36317 -0.090 -0.068 -0.287
O -4.34966 0.26432 0.58931 -0.171 0.044 -0.034
C -2.45451 0.36476 -0.88820 -0.011 0.152 -0.025
C -1.49192 1.54355 -0.62296 -0.050 -0.097 -0.110
C -0.78537 1.87609 -1.92061 0.103 -0.027 0.059
C 0.36021 1.16668 -2.26017 0.003 0.015 -0.014
C 1.01852 1.41845 -3.44969 0.073 -0.038 -0.051
C 0.53780 2.38524 -4.31691 0.047 0.022 -0.101
C -0.60388 3.09397 -3.98659 -0.023 0.026 -0.095
C -1.26386 2.84007 -2.79631 -0.017 -0.014 0.012
C -2.15709 2.75332 -0.01569 0.022 0.013 0.125
C -1.41471 3.55120 0.84811 -0.022 -0.034 0.005
C -1.95992 4.69003 1.41138 0.064 0.069 0.061
C -3.26437 5.04982 1.11963 -0.045 0.073 0.028
C -4.01221 4.26388 0.26121 -0.079 0.083 -0.033
C -3.46330 3.12671 -0.30599 0.031 -0.016 0.016
S -0.73025 -2.20673 2.71359 0.107 0.286 -0.664
C 0.77075 -2.49345 1.88751 -0.258 0.221 -0.299
C 1.89557 -3.31347 2.41209 0.066 -0.183 0.190
H 3.48922 -5.71280 2.47834 -0.057 -0.118 0.030
H 5.23605 -5.63772 2.26635 0.091 -0.099 0.023
H 4.17660 -5.51721 0.86140 -0.003 -0.096 -0.094
H 5.11390 -3.29061 1.53374 0.010 0.003 0.102
H 4.39570 -3.47596 3.13754 0.085 0.031 -0.047
H 2.30174 -4.08473 -0.05774 0.071 0.008 -0.035
H 3.76539 -3.11035 -0.33420 -0.009 -0.068 0.002
H 2.51290 -1.03660 -0.18004 0.037 0.005 -0.080
H 1.60013 -2.09358 -1.26970 -0.008 0.006 -0.033
H -3.02490 -0.87858 2.17067 -0.027 0.130 -0.244
H -3.18082 0.63315 -1.65497 -0.043 -0.042 0.086
H -1.85984 -0.48270 -1.22900 -0.064 0.091 -0.068
H -0.73202 1.18582 0.07916 -0.084 0.088 -0.096
H 0.72936 0.41097 -1.58256 0.031 -0.086 0.096
H 1.90969 0.86135 -3.70119 0.075 -0.041 -0.014
H 1.05139 2.58546 -5.24584 0.042 0.021 -0.068
H -0.98417 3.84940 -4.65881 -0.028 0.063 -0.051
H -2.15082 3.40245 -2.54489 -0.051 0.075 0.025
H -0.39537 3.27392 1.07991 0.100 -0.045 0.015
H -1.36688 5.29578 2.08130 0.044 0.043 0.050
H -3.69555 5.93637 1.56099 -0.037 0.063 0.035
H -5.03181 4.53553 0.02998 -0.083 0.016 -0.013
H -4.07125 2.52725 -0.96469 -0.062 -0.103 -0.043
H 1.59982 -4.38106 2.38403 0.096 0.089 0.058
H 2.10373 -3.05453 3.45523 0.024 -0.067 -0.029
```
Positions in Å, forces in eV/Å.

Computed properties:
- energy above the lowest of the compared OMol25 structures with the same formula, charge and spin (kJ/mol) = 0.0
- SMILES = CCN1CCc2nc(NC(=O)CC(c3ccccc3)c3ccccc3)sc2C1
- gap between HOMO and LUMO (eV) = 8.9
- net charge = 0
- electronic energy (eV) = -41610.7684

The molecule's natural (NBO) atomic charges, reported in e, are given here: C -0.64; C -0.20; N -0.44; C -0.21; C -0.42; C 0.14; N -0.51; C 0.28; N -0.64; C 0.71; O -0.58; C -0.51; C -0.29; C 0.07; C -0.17; C -0.23; C -0.23; C -0.19; C -0.25; C -0.04; C -0.20; C -0.21; C -0.22; C -0.22; C -0.16; S 0.35; C -0.23; C -0.25; H 0.20; H 0.22; H 0.20; H 0.19; H 0.19; H 0.17; H 0.21; H 0.22; H 0.22; H 0.42; H 0.23; H 0.26; H 0.23; H 0.20; H 0.21; H 0.21; H 0.21; H 0.22; H 0.21; H 0.21; H 0.21; H 0.21; H 0.21; H 0.18; H 0.21


4.
This record from the Open Molecules 2025 dataset describes 2 unconnected molecules or ions with the total composition C11H12N2 at a distorted geometry. The level of theory is ωB97M-V/def2-TZVPD.

The geometry in XYZ format:
```
25
Properties=species:S:1:pos:R:3:forces:R:3
C 0.54341 -0.17129 -0.94416 -0.181 -1.027 0.167
C 1.91069 -0.04209 -0.73544 0.487 0.375 0.123
C 2.73856 1.00056 -1.13997 0.192 -0.450 0.301
C 2.40542 2.12274 -1.88856 -0.037 0.509 -0.167
C 1.19354 2.43640 -2.49388 0.312 0.390 0.029
C 0.00886 1.70912 -2.49697 -0.481 -0.327 -0.056
C -0.28094 0.53408 -1.80873 -0.299 0.582 -0.271
H 0.04857 -0.96180 -0.37424 0.009 0.123 -0.180
H 2.38029 -0.84097 -0.15283 -0.198 0.348 -0.087
H 3.77914 0.94114 -0.80119 -0.369 0.022 -0.178
H 3.20641 2.85803 -2.02155 -0.289 -0.287 -0.011
H 1.16702 3.38562 -3.04109 0.054 -0.385 0.164
H -0.81320 2.12668 -3.08977 0.348 -0.148 0.193
H -1.29003 0.13072 -1.93787 0.296 0.183 0.230
C -1.55691 -3.06660 1.25706 0.049 -0.673 -0.224
C -1.49672 -1.74938 1.89588 -0.095 2.810 2.005
N -1.87369 -1.54798 3.19666 0.104 -0.174 -0.968
C -1.76911 -0.20466 3.40947 0.793 0.327 -2.053
C -1.30147 0.40193 2.20684 -0.619 -0.843 1.953
N -1.12319 -0.57897 1.28286 -0.227 -0.845 -0.499
H -1.33960 -2.98767 0.18746 -0.042 -0.091 0.056
H -0.83667 -3.75291 1.71933 -0.125 -0.049 -0.157
H -2.56002 -3.49205 1.39045 0.237 -0.036 -0.134
H -2.00245 0.29050 4.34303 -0.041 -0.226 -0.005
H -1.13790 1.45887 2.03722 0.121 -0.107 -0.231
```
Positions in Å, forces in eV/Å.

Computed properties:
- energy above the lowest of the compared OMol25 structures with the same formula, charge and spin (kJ/mol) = 425.9
- gap between HOMO and LUMO (eV) = 3.4
- net charge = 0
- electronic energy (eV) = -14577.7140

The molecule's natural (NBO) atomic charges, reported in e, are given here: C -0.09; C -0.13; C -0.15; C -0.09; C -0.16; C -0.13; C -0.11; H 0.32; H 0.24; H 0.23; H 0.22; H 0.23; H 0.24; H 0.25; C -0.64; C 0.24; N -0.53; C -0.14; C -0.18; N -0.62; H 0.19; H 0.21; H 0.22; H 0.18; H 0.17